The following is a quantum chemistry calculation of one molecule with the formula C5H13N2, from OMol25.

Geometry as ORCA input:
```
! RIJCOSX wB97M-V def2-TZVPD def2/J DEFGRID3
* xyz 0 2
C 1.8909 1.6110 0.0154
C 0.9957 0.6046 -0.6568
C -0.4915 0.7819 -0.2107
C -1.3263 -0.4147 0.2106
C -2.4359 -0.7484 -0.4318
N -0.8946 -1.0284 1.3978
N 1.5293 -0.7704 -0.4053
H 1.7547 2.6486 -0.3197
H 2.9482 1.3756 -0.0761
H 1.6256 1.8031 1.0616
H 0.9736 0.6606 -1.7461
H -0.4877 1.5853 0.5311
H -1.0666 1.2812 -0.9968
H -3.1804 -1.4044 0.0292
H -2.8042 -0.6016 -1.4391
H -1.5376 -1.7614 1.6747
H -0.4178 -0.3907 2.0232
H 1.6874 -0.9415 0.6583
H 0.8669 -1.5308 -0.7357
H 2.5142 -0.9138 -0.6943
*
```

Summary:
Max |F|: 2.328 eV Å⁻¹
Frontier orbital gap (spin up / spin down): 4.3 / 9.3 eV
<S²>: 0.751
Relative energy (zero: lowest compared OMol25 entry of this formula, charge and spin): 234.6 kJ/mol
E_HOMO (spin up / spin down): -0.1236 / -0.3190 Ha
Calculated total energy: -307.65982 Ha